Record 1
Molecular formula: C12H28FeN2O6
Method: DFT, wB97M-V/def2-TZVPD

Summary:
- 2S+1: 5
- LUMO (alpha / beta): 0.02224 / 0.02218 Ha

Last column: Löwdin spin population.
Element x y z (Å)
Fe 0.838 -0.073 0.250  3.738
C 1.045 1.221 4.166  0.002
C 0.980 0.634 2.775  0.008
O -0.089 0.150 2.317  0.039
O 2.001 0.641 2.034  0.030
H 1.915 0.935 4.747  0.000
H 0.149 0.997 4.747  0.001
H 0.990 2.304 4.017  0.000
C 3.033 0.431 -3.271  0.002
C 2.164 0.352 -2.020  0.006
O 1.148 -0.398 -2.028  0.037
O 2.493 0.949 -0.971  0.030
H 2.406 0.474 -4.159  0.000
H 3.665 -0.461 -3.331  0.000
H 3.784 1.221 -3.261  0.001
C -1.173 -3.918 0.191  0.002
C -0.257 -2.762 0.647  0.001
C 1.202 -3.062 0.343  0.002
O 1.950 -1.845 0.461  0.030
C 3.333 -2.035 0.743  0.003
N -0.740 -1.490 0.020  0.030
H -1.014 -4.080 -0.877  0.000
H -2.214 -3.648 0.359  0.000
H -0.932 -4.845 0.712  0.000
H -0.361 -2.590 1.721  0.000
H 1.342 -3.451 -0.669  0.000
H 1.571 -3.732 1.122  0.000
H 3.802 -2.526 -0.115  0.001
H 3.481 -2.714 1.590  0.001
H 3.705 -1.045 0.991  0.000
H -1.696 -1.434 0.361  0.002
H -0.836 -1.681 -0.980  0.002
C -1.712 2.935 1.338  0.000
C -1.727 1.961 0.160  0.003
C -2.689 2.397 -0.948  0.001
O -2.517 1.487 -2.024  0.000
C -3.554 1.570 -2.976  0.000
N -0.324 1.705 -0.344  0.025
H -1.093 2.531 2.136  0.000
H -2.724 3.154 1.677  0.000
H -1.258 3.880 1.023  0.000
H -2.089 0.992 0.520  0.000
H -2.419 3.389 -1.320  0.000
H -3.701 2.337 -0.548  0.000
H -4.539 1.268 -2.610  0.000
H -3.258 0.913 -3.790  0.000
H -3.645 2.598 -3.340  0.000
H -0.536 1.730 -1.350  0.001
H 0.099 2.633 -0.237  0.001

Force components x, y, z for each atom (eV/Å):
0.5408 1.3140 -0.0655
-0.8912 0.3586 -0.0102
0.7552 -0.6481 -0.5518
-0.7659 -0.0072 0.1961
0.0881 0.3092 0.3623
0.2456 0.1195 -0.2804
0.0086 -0.3034 -0.1546
0.4625 0.0268 0.1709
0.2822 -0.1394 0.1162
0.3467 -0.2647 0.1899
-0.4031 -0.2899 -0.2182
0.2394 0.2503 0.1540
0.0828 0.0102 -0.0497
-0.4160 -0.2686 0.0302
-0.4603 0.3811 0.1750
0.7858 0.2531 0.2006
-0.8404 -0.0950 -0.2282
0.1335 0.9853 0.1782
-0.2209 -0.8125 0.3973
-0.2652 -0.1849 -0.0563
-0.0186 -1.4931 -0.3375
-0.1220 -0.0491 -0.0294
-0.0515 -0.1425 0.0708
-0.1370 -0.0258 0.0240
0.0893 -0.0664 0.0146
0.0042 -0.2341 0.0480
0.0045 -0.4004 -0.2809
0.2288 0.4150 -0.0867
-0.2237 0.1544 0.1481
0.2903 -0.0750 -0.2419
0.0825 0.6297 0.0277
0.1495 0.3062 0.0060
0.2300 0.0371 -0.6431
0.1107 -0.5844 0.7468
1.0296 -0.5529 0.0930
-0.5114 -0.2404 0.3108
0.3341 0.2130 -0.3320
-1.8326 1.9053 -0.6920
-0.2057 -0.0945 0.1281
0.0294 -0.0985 0.1903
-0.0735 0.0504 -0.0155
-0.0259 0.0454 0.0289
-0.3335 0.3522 0.1659
-0.2048 0.3053 -0.0815
0.0937 -0.1267 0.3190
-0.1212 0.0472 -0.1231
-0.0059 0.0106 -0.1639
0.8509 -0.8372 -0.0493
0.6315 -0.4450 0.1991

Record 2
Molecular formula: C12H28N3O8SZr
Method: DFT, wB97M-V/def2-TZVPD

Summary:
- 2S+1: 1
- LUMO: -0.50661 Ha
- Total charge: +3

Last column: Mulliken charge in e.
Element x y z (Å)
Zr -1.030 1.506 -3.215  2.283
C 0.845 0.685 -0.409  -0.676
O -0.171 0.926 -1.338  -0.262
H 1.344 -0.282 -0.566  0.252
H 1.724 1.283 -0.698  0.199
H 0.575 0.836 0.633  0.372
C -3.829 -1.097 -1.231  -1.326
C -3.561 0.327 -1.325  0.919
O -2.772 0.856 -2.200  -0.695
N -4.110 1.138 -0.437  -0.093
C -4.026 2.588 -0.534  -0.953
H -4.849 -1.371 -1.513  0.375
H -3.759 -1.422 -0.188  0.458
H -3.089 -1.681 -1.773  0.340
H -4.890 0.760 0.088  0.341
H -4.762 3.007 0.153  0.372
H -4.316 3.013 -1.497  0.332
H -3.058 2.963 -0.205  0.285
C -0.829 -2.368 0.343  -0.604
C -1.345 -3.727 0.843  0.495
O -2.491 -3.943 1.189  -0.598
N -0.349 -4.616 1.064  -0.142
C -0.554 -5.910 1.697  -0.863
H -0.820 -2.390 -0.751  0.323
H 0.186 -2.231 0.707  0.167
H -1.430 -1.547 0.727  0.184
H 0.595 -4.408 0.791  0.240
H -0.329 -5.795 2.763  0.324
H 0.216 -6.573 1.302  0.335
H -1.549 -6.318 1.560  0.312
C 2.881 1.811 -5.178  -1.168
C 2.342 2.339 -3.904  0.602
O 1.141 2.110 -3.549  -0.577
N 3.150 3.099 -3.172  -0.043
C 2.670 3.862 -2.032  -0.729
H 2.951 2.606 -5.931  0.362
H 2.112 1.214 -5.677  0.297
H 3.827 1.280 -5.117  0.408
H 4.129 2.860 -3.259  0.325
H 3.484 4.113 -1.357  0.352
H 1.872 3.357 -1.492  0.145
H 2.279 4.825 -2.368  0.315
C 1.919 0.576 5.380  -0.329
C 1.384 1.249 4.116  -0.274
O 1.894 0.476 3.039  -0.288
S 2.073 -1.082 3.443  1.140
O 3.234 -1.680 2.856  -0.553
O 0.789 -1.659 3.224  -0.499
O 2.291 -0.740 5.000  -0.331
H 1.242 0.543 6.231  0.307
H 2.783 1.133 5.750  0.266
H 1.698 2.279 3.963  0.330
H 0.290 1.220 4.054  0.247

Force components x, y, z for each atom (eV/Å):
3.6183 -2.1345 7.4752
2.3665 0.1982 -0.7642
-3.0904 1.1411 -4.7539
-0.9604 -0.4385 0.1395
-0.3382 0.5692 0.4289
-0.3984 -0.0310 -0.1004
0.2191 -1.3566 0.2229
-0.9068 1.2514 1.8064
2.2844 1.0441 -2.5758
0.0336 -0.2193 -1.7619
-0.4583 0.8905 0.7283
0.0771 0.1767 -0.3817
0.0868 0.1129 0.0541
-0.2252 -0.0239 -0.2199
0.2308 -0.1478 0.3296
0.1254 -0.1141 0.1238
0.1990 -0.4587 -0.2292
0.0861 -0.1531 -0.1086
-0.0081 -0.5602 -0.2457
0.6061 0.5356 1.1797
-0.2083 0.2980 -0.6106
-0.5140 -0.5559 -0.4354
0.8958 0.1482 0.2826
-0.0193 0.1747 -0.0181
0.0879 0.0900 -0.0293
-0.1769 -0.1402 -0.0102
0.0448 0.2312 0.0255
-0.2896 -0.1526 0.0319
-0.2381 -0.1783 -0.0358
-0.0872 0.2185 -0.1304
-1.0680 -0.3647 -1.2398
2.1174 0.7006 0.0341
-3.9136 -0.1836 -0.0680
-1.4116 -1.3233 0.0867
0.0312 0.7968 0.3634
0.4970 0.3651 0.4941
0.2879 -0.5727 0.4192
0.0326 0.0302 0.1260
0.1988 0.6819 -0.3023
0.0833 -0.3098 -0.0157
0.1820 -0.2053 -0.0081
-0.0033 -0.0908 -0.1796
0.3432 1.0415 0.4412
-1.0894 -0.0820 0.0867
1.0361 -0.4362 -1.1547
0.1111 1.1135 0.9793
-1.0445 0.9239 0.5665
-0.0028 -0.4675 -0.0053
0.3128 -1.2437 -0.8586
-0.3961 -0.2004 -0.3425
0.3114 -0.4334 -0.2132
0.2510 -0.1003 0.1942
0.0911 -0.0555 0.1790

Calculated energy above the lowest of the compared OMol25 structures with the same formula, charge and spin in order - 11.0, 9.2 kcal/mol
Calculated molecular weight in order - 352.21, 465.66 g/mol